Record 1
This record from OMol25 describes C13H20NO11P2Ru as an isolated structure. The level of theory is the ωB97M-V functional and the def2-TZVPD basis.

ORCA input file:
```
! wB97M-V def2-TZVPD RIJCOSX def2/J DEFGRID3
* xyz 1 5
Ru -0.3778 0.4379 0.2395
N -0.1637 0.5666 -4.2573
C 0.5850 1.3240 -3.1746
C 1.4938 2.3592 -3.8184
P -0.6926 1.9924 -2.0375
O -1.1842 3.3433 -2.7099
O -0.0322 2.3053 -0.6977
O -1.7562 0.9417 -1.9908
P 1.5741 -0.0635 -2.3892
O 2.8280 0.6702 -1.7252
O 1.9368 -0.9094 -3.5500
O 0.7294 -0.6306 -1.2700
H -0.4327 1.1717 -5.0326
H -1.0119 0.1679 -3.8299
H 0.4716 -0.1940 -4.5691
H 0.9214 3.0684 -4.4196
H 2.2445 1.8799 -4.4492
H 2.0114 2.9171 -3.0396
H -0.9062 4.1476 -2.2532
H 3.6249 0.5633 -2.2605
C -4.2898 -5.3128 -0.8916
O -3.0004 -5.7174 -0.4257
C -2.1576 -4.7677 -0.0233
C -0.9003 -5.2524 0.4357
C 0.0707 -4.3803 0.9034
C -0.1294 -3.0133 0.9255
C 0.9007 -2.1273 1.5047
C 2.1367 -2.7162 2.1105
O 0.7645 -0.9085 1.5194
C -1.4010 -2.4989 0.4165
O -1.6676 -1.2732 0.3309
C -2.4033 -3.4239 -0.0251
H -4.8083 -6.2285 -1.1523
H -4.1938 -4.6761 -1.7722
H -4.8325 -4.7901 -0.1028
H -0.7289 -6.3200 0.4194
H 0.9999 -4.8003 1.2597
H 2.7177 -3.2363 1.3463
H 1.8886 -3.4345 2.8923
H 2.7324 -1.9113 2.5298
H -3.3263 -2.9887 -0.3770
C -3.5806 1.4253 0.8593
O -2.6202 1.6880 1.9065
C -1.3670 1.3910 1.6723
O -0.4485 1.6843 2.3954
H -4.5373 1.3107 1.3574
H -3.3250 0.5205 0.3137
H -3.6078 2.2756 0.1818
*
```

**Energy above the lowest of the compared OMol25 structures with the same formula, charge and spin**: 0.00 kJ/mol
**Lowest unoccupied orbital energy (spin up / spin down)**: -3.09 / -6.05 eV

***

Record 2
This record from OMol25 describes C13H21AlBrCl3FMgNO8PS as an isolated structure in a non-equilibrium geometry. The level of theory is the ωB97M-V functional and the def2-TZVPD basis.

ORCA input file:
```
! wB97M-V def2-TZVPD RIJCOSX def2/J DEFGRID3
* xyz -1 1
C 2.8857 -1.9836 -1.5804
C 1.8825 -1.6963 -2.4499
C 0.5575 -2.4166 -2.2412
P -0.6955 -1.2346 -1.4880
S -2.2694 -1.9845 -0.2065
H 2.6343 -2.0937 -0.5281
H 3.9090 -2.1184 -1.9423
H 1.9910 -0.9875 -3.2507
H 0.1808 -2.7826 -3.1955
H 0.6437 -3.2447 -1.5548
H -0.0245 -0.1859 -0.8333
H -1.2971 -0.6635 -2.6349
H -2.5341 -3.1735 -0.7635
Br 0.2686 -2.5253 0.9086
O 1.9473 -3.2183 -5.1845
H 2.1728 -3.1832 -4.2291
Mg -4.7169 -1.6081 0.5680
C 4.3654 1.0891 -1.4312
O 4.4613 -0.1334 -1.9911
H 5.2533 1.7577 -1.5159
H 3.5404 1.7160 -1.8329
H 4.1834 1.0792 -0.3424
N 3.1779 -2.7150 3.1195
O 2.6574 -3.9312 3.2407
O 3.3371 -2.3434 1.9732
O 3.4344 -2.1002 4.1236
Al 2.8513 -5.1979 1.8948
Cl 3.4732 3.9078 0.0715
C 1.7546 3.8831 -0.4189
C 0.9282 2.8518 0.3267
Cl 1.4278 1.1936 -0.0852
H 1.7375 3.6982 -1.4906
H 1.3437 4.8735 -0.2282
H -0.1215 2.9632 0.0565
H 1.0209 2.9562 1.4043
F -3.6037 3.9533 3.5661
C -4.8956 3.5672 3.5756
C -5.1944 2.2315 3.7512
C -6.5246 1.8396 3.7634
C -7.5308 2.7808 3.5918
C -7.2057 4.1185 3.4130
C -5.8781 4.5223 3.4083
H -4.3953 1.5128 3.8757
H -6.7743 0.7969 3.9051
H -8.5673 2.4712 3.5972
H -7.9881 4.8529 3.2755
H -5.6025 5.5600 3.2775
Cl 0.8381 -1.9594 -5.2665
C 4.2562 -4.1564 -3.5170
O 4.7320 -2.9968 -3.5330
O 3.2177 -4.4209 -2.8107
O 4.7548 -5.1213 -4.1415
*
```

**Lowest unoccupied orbital energy**: -0.63 eV

***

Record 3
This record from OMol25 describes C13H21AlCl7F7KMgN3O10PS as an isolated structure in a non-equilibrium geometry. The level of theory is the ωB97M-V functional and the def2-TZVPD basis.

ORCA input file:
```
! wB97M-V def2-TZVPD RIJCOSX def2/J DEFGRID3
* xyz 1 1
F 4.0065 3.6864 -0.3451
C 2.7026 3.4993 -0.6339
F 2.0150 4.3063 0.1981
C 2.3719 2.0100 -0.2088
F 3.5421 1.3451 -0.2521
F 1.9281 1.9172 1.0544
N 1.4970 1.2551 -1.1846
C 0.2376 1.9911 -1.5539
O -0.3236 2.7016 -0.4633
C -1.6848 2.7959 -0.5138
F -2.3491 1.6708 -0.1070
F -2.1854 3.1647 -1.7479
F -2.0225 3.7546 0.3336
N 1.3492 -0.1224 -0.8597
C 0.3455 -0.3931 -0.1210
S -0.6556 -0.7444 1.0375
H 2.5335 3.7252 -1.7056
H 2.0573 1.2605 -2.0547
H 0.5433 2.7629 -2.3011
H -0.4759 1.3498 -2.1036
O -5.0928 2.4430 -3.4807
P -5.7327 3.2530 -2.3705
O -5.3955 2.6530 -1.0006
O -7.3009 3.2872 -2.5539
O -5.1914 4.7174 -2.4081
K -3.2890 0.9949 -2.9575
Al 2.8963 1.0359 3.0772
Cl -2.5559 -2.8456 0.0484
C -3.1540 -4.5287 0.2266
C -2.2692 -5.3489 1.1266
Cl -0.6737 -5.6651 0.3940
H -3.2289 -4.9651 -0.7666
H -4.1558 -4.4662 0.6467
H -2.7380 -6.3154 1.3060
H -2.1065 -4.8622 2.0880
C -7.9581 6.2612 -2.8475
O -7.2004 5.1338 -2.9882
H -7.3840 7.2023 -2.8307
H -8.7053 6.4648 -3.6301
H -8.5654 6.3422 -1.9229
C 5.5924 -2.1526 4.6421
C 4.3452 -2.9831 4.3866
O 4.0196 -3.1137 3.0141
C 4.9983 -3.7336 2.1966
C 5.3397 -5.1522 2.6180
H 5.4804 -1.1523 4.2114
H 5.7704 -2.0550 5.7142
H 6.4816 -2.6007 4.1967
H 3.4924 -2.4942 4.8559
H 4.4309 -3.9699 4.8526
H 5.9006 -3.1119 2.1478
H 4.5827 -3.7542 1.1871
H 5.7671 -5.1896 3.6209
H 6.0653 -5.5877 1.9292
H 4.4432 -5.7743 2.6204
Cl 1.6221 -1.2490 3.3352
N -4.1427 -8.3887 0.0006
O -4.5839 -9.5009 0.3065
O -3.3282 -8.2681 -0.9322
O -4.5133 -7.3711 0.6303
C 3.6489 5.9842 -4.1331
Cl 4.2747 6.5559 -2.5809
Cl 4.9842 5.4643 -5.1618
Cl 2.5560 4.5991 -3.8465
Cl 2.7472 7.2758 -4.9278
Mg -5.7681 5.1037 -0.5042
*
```

**Energy above the lowest of the compared OMol25 structures with the same formula, charge and spin**: 0.00 kJ/mol
**Lowest unoccupied orbital energy**: -6.71 eV

***

| no. | calculated total energy (Ha) |
| --- | --- |
| 1 | -2167.3080 |
| 2 | -6400.7068 |
| 3 | -7126.3590 |